Record 1
{"formula": "C28H42Cl3N4NiO3PSSi", "method": "ωB97M-V/def2-TZVPD", "symbols": ["Ni", "N", "C", "C", "C", "C", "C", "C", "S", "O", "O", "N", "C", "N", "C", "C", "C", "N", "H", "H", "H", "H", "H", "H", "H", "H", "H", "Cl", "Si", "Cl", "Cl", "O", "P", "C", "C", "C", "C", "C", "C", "C", "C", "C", "C", "C", "C", "C", "C", "C", "C", "C", "C", "H", "H", "H", "H", "H", "H", "H", "H", "H", "H", "H", "H", "H", "H", "H", "H", "H", "H", "H", "H", "H", "H", "H", "H", "H", "H", "H", "H", "H", "H", "H", "H", "H"], "xyz": [[1.58, 0.33, 0.78], [8.36, 4.22, -1.44], [7.43, 3.22, -1.37], [7.29, 2.59, -0.13], [6.44, 1.54, -0.01], [5.66, 1.12, -1.12], [5.75, 1.76, -2.35], [6.68, 2.78, -2.50], [4.69, -0.34, -0.92], [5.39, -1.43, -0.37], [4.02, -0.46, -2.17], [3.54, 0.10, 0.28], [3.78, -0.04, 1.58], [2.65, 0.02, 2.33], [2.62, -0.36, 3.63], [3.82, -0.67, 4.24], [5.00, -0.59, 3.48], [4.96, -0.24, 2.17], [8.92, 4.44, -0.60], [8.66, 4.55, -2.31], [7.99, 2.96, 0.63], [6.29, 1.03, 0.95], [5.10, 1.35, -3.16], [6.85, 3.28, -3.45], [1.63, -0.29, 4.07], [3.90, -0.98, 5.27], [5.99, -0.88, 3.79], [1.70, 1.96, -2.46], [2.01, 2.20, -0.38], [3.68, 3.35, 0.21], [0.51, 3.61, -0.06], [0.04, -0.39, 0.03], [-1.48, -0.55, -0.19], [-2.23, -0.12, 1.45], [-1.67, 1.29, 1.91], [-2.83, 2.18, 2.38], [-3.67, 1.56, 3.53], [-4.24, 0.16, 3.08], [-3.80, -0.16, 1.63], [-1.88, -2.26, -0.62], [-3.38, -2.60, -0.93], [-3.56, -4.14, -1.06], [-3.37, -4.87, 0.30], [-2.44, -4.00, 1.21], [-1.32, -3.29, 0.41], [-1.94, 0.52, -1.67], [-3.24, 1.35, -1.55], [-4.39, 0.63, -2.21], [-4.03, 0.46, -3.75], [-2.84, -0.51, -3.95], [-1.64, -0.02, -3.11], [-1.80, -0.94, 2.12], [-1.13, 1.80, 1.11], [-0.91, 1.18, 2.71], [-3.48, 2.41, 1.49], [-2.46, 3.15, 2.76], [-4.43, 2.28, 3.86], [-3.01, 1.44, 4.41], [-5.34, 0.22, 3.13], [-3.89, -0.63, 3.76], [-4.28, 0.57, 0.99], [-4.27, -1.13, 1.30], [-1.29, -2.45, -1.54], [-3.68, -2.15, -1.85], [-4.09, -2.24, -0.16], [-2.78, -4.50, -1.77], [-4.55, -4.37, -1.48], [-2.80, -5.82, 0.09], [-4.34, -5.09, 0.78], [-1.99, -4.68, 1.94], [-3.12, -3.24, 1.70], [-0.76, -4.10, -0.08], [-0.61, -2.79, 1.14], [-1.15, 1.27, -1.45], [-3.06, 2.28, -2.11], [-3.50, 1.67, -0.52], [-5.32, 1.17, -2.11], [-4.61, -0.37, -1.78], [-3.74, 1.44, -4.14], [-4.92, 0.17, -4.30], [-2.54, -0.46, -5.01], [-3.10, -1.54, -3.78], [-1.18, 0.85, -3.62], [-0.83, -0.79, -3.08]], "mulliken_spin": [1.518, 0.000, 0.001, 0.002, -0.002, 0.002, 0.000, 0.000, 0.013, 0.011, -0.001, 0.085, 0.010, 0.046, 0.002, -0.003, 0.010, -0.006, 0.000, 0.000, 0.000, 0.000, 0.000, 0.000, 0.004, 0.000, 0.000, 0.024, 0.218, 0.020, 0.020, -0.010, 0.040, -0.007, 0.039, 0.003, 0.000, 0.000, -0.001, 0.004, 0.000, 0.001, 0.000, -0.001, 0.001, -0.006, 0.000, 0.000, 0.000, 0.000, -0.002, 0.000, -0.031, -0.002, 0.000, 0.000, 0.000, 0.000, 0.000, 0.000, 0.000, -0.001, 0.000, 0.001, 0.000, 0.000, 0.000, 0.000, 0.000, 0.000, 0.000, 0.000, -0.004, 0.004, 0.000, 0.000, 0.000, 0.000, 0.000, 0.000, 0.000, 0.000, 0.000, 0.000], "lumo_ev": [0.336, 0.007], "charge": 0, "s_squared": 2.0093, "multiplicity": 3, "homo_ev": [-6.897, -7.511], "e_above_lowest_ev": 0.413}

Record 2
{"formula": "C28H42CsGe2N8O4PS2", "method": "ωB97M-V/def2-TZVPD", "symbols": ["Cs", "N", "C", "S", "N", "N", "C", "C", "C", "C", "C", "C", "N", "H", "H", "H", "H", "H", "H", "H", "O", "S", "O", "O", "O", "N", "H", "H", "H", "C", "N", "C", "N", "C", "N", "C", "P", "C", "C", "H", "H", "H", "H", "H", "H", "H", "H", "H", "H", "H", "H", "H", "C", "Ge", "C", "C", "Ge", "C", "C", "C", "C", "C", "C", "C", "C", "C", "C", "C", "C", "H", "H", "H", "H", "H", "H", "H", "H", "H", "H", "H", "H", "H", "H", "H", "H", "H", "H", "H"], "xyz": [[1.11, 0.01, 1.10], [1.93, 1.21, 4.92], [0.87, 1.43, 4.08], [0.88, 2.84, 3.09], [-0.09, 0.52, 4.23], [-0.96, 0.33, 3.19], [-2.13, -0.08, 3.49], [-3.04, -0.49, 2.41], [-4.30, -1.01, 2.75], [-5.16, -1.41, 1.75], [-4.76, -1.28, 0.43], [-3.50, -0.75, 0.18], [-2.65, -0.37, 1.13], [2.45, 2.03, 5.17], [1.75, 0.54, 5.65], [-2.45, -0.15, 4.53], [-4.58, -1.08, 3.79], [-6.14, -1.82, 1.99], [-5.39, -1.56, -0.40], [-3.15, -0.62, -0.84], [1.51, -2.93, -1.55], [2.76, -2.08, -1.44], [3.92, -2.89, -1.72], [2.78, -1.49, -0.09], [2.58, -1.00, -2.48], [-0.25, 3.75, -0.23], [0.26, 3.05, 0.31], [-0.90, 4.15, 0.43], [0.42, 4.47, -0.45], [-1.24, -6.07, 1.09], [-2.13, -4.84, 1.13], [-2.84, -4.73, -0.22], [-1.90, -4.68, -1.28], [-1.01, -5.83, -1.26], [-0.32, -5.99, 0.02], [0.71, -4.95, 0.23], [0.09, -3.21, 0.05], [-1.29, -3.60, 1.36], [-1.15, -3.41, -1.31], [-1.90, -6.93, 0.99], [-0.72, -6.11, 2.04], [-2.83, -4.96, 1.86], [-3.43, -3.82, -0.18], [-3.49, -5.61, -0.30], [-0.27, -5.71, -2.05], [-1.60, -6.74, -1.46], [1.52, -5.11, -0.48], [1.12, -5.07, 1.23], [-1.99, -2.76, 1.40], [-0.84, -3.71, 2.35], [-0.64, -3.33, -2.28], [-1.86, -2.59, -1.25], [-1.44, 1.08, -6.11], [-1.34, 1.06, -4.14], [-1.27, 2.96, -3.66], [-3.13, 0.52, -3.50], [0.68, -0.30, -3.37], [0.38, -1.99, -4.38], [-0.87, -2.32, -4.88], [-1.14, -3.56, -5.47], [-0.14, -4.51, -5.56], [1.13, -4.20, -5.07], [1.38, -2.97, -4.49], [1.87, 0.78, -4.54], [2.58, 0.21, -5.60], [3.49, 0.96, -6.34], [3.73, 2.29, -6.02], [3.04, 2.86, -4.96], [2.13, 2.11, -4.24], [-2.26, 1.74, -6.41], [-1.61, 0.09, -6.54], [-0.51, 1.46, -6.53], [-2.22, 3.41, -3.97], [-0.47, 3.47, -4.18], [-1.14, 3.13, -2.59], [-3.88, 1.14, -4.00], [-3.22, 0.69, -2.43], [-3.38, -0.53, -3.70], [-1.69, -1.62, -4.81], [-2.13, -3.77, -5.84], [-0.33, -5.48, -6.01], [1.93, -4.93, -5.14], [2.37, -2.77, -4.11], [2.42, -0.82, -5.86], [4.03, 0.49, -7.15], [4.45, 2.86, -6.59], [3.23, 3.90, -4.70], [1.61, 2.59, -3.41]], "mulliken_spin": [0.039, 0.000, 0.000, 0.000, 0.000, 0.001, -0.001, -0.002, -0.001, 0.000, 0.006, 0.001, -0.008, 0.000, 0.000, 0.000, 0.000, 0.000, 0.000, 0.007, 0.015, -0.039, 0.009, 0.011, 0.093, 0.001, 0.001, 0.000, 0.000, 0.000, 0.000, 0.002, 0.005, 0.000, 0.000, 0.000, -0.010, -0.001, 0.019, 0.000, 0.000, 0.000, 0.000, 0.000, 0.000, 0.000, 0.001, 0.000, -0.002, 0.000, -0.023, 0.006, 0.064, 0.181, 0.010, 0.003, 0.497, 0.010, 0.040, -0.007, 0.020, -0.009, 0.026, -0.001, 0.016, -0.012, 0.021, 0.000, 0.015, 0.002, -0.004, -0.004, 0.000, -0.001, -0.003, 0.002, -0.003, -0.001, -0.001, 0.000, 0.002, 0.000, -0.001, 0.006, -0.001, 0.002, -0.001, 0.000], "lumo_ev": [1.211, 1.211], "charge": -1, "s_squared": 0.7556, "multiplicity": 2, "homo_ev": [-3.203, -4.930], "e_above_lowest_ev": 2.307}

Record 3
{"formula": "C28H42F5N8Pd", "method": "ωB97M-V/def2-TZVPD", "symbols": ["Pd", "C", "N", "C", "C", "N", "C", "C", "C", "C", "C", "C", "N", "C", "N", "C", "C", "N", "C", "C", "N", "C", "C", "H", "H", "H", "H", "H", "H", "H", "H", "H", "H", "H", "H", "H", "H", "H", "H", "H", "H", "H", "H", "H", "H", "H", "H", "H", "H", "H", "H", "F", "C", "C", "C", "F", "C", "F", "C", "F", "C", "F", "C", "C", "N", "C", "C", "C", "C", "N", "H", "H", "H", "H", "H", "H", "H", "H", "H", "H", "H", "H", "H", "H"], "xyz": [[0.16, 0.26, -0.17], [2.83, 0.09, -1.65], [3.30, -0.65, -0.48], [4.43, -0.02, 0.22], [2.58, -1.62, 0.05], [1.21, -1.66, -0.29], [0.64, -2.79, -0.58], [1.32, -4.02, -0.87], [0.64, -5.18, -0.91], [-0.79, -5.24, -0.64], [-1.52, -4.11, -0.55], [-0.87, -2.82, -0.68], [-1.46, -1.70, -0.83], [-2.81, -1.62, -1.18], [-3.59, -0.85, -0.44], [-4.64, 0.02, -1.01], [-3.26, -0.59, 0.96], [-3.23, -2.24, -2.28], [-2.34, -2.66, -3.36], [-4.64, -2.60, -2.49], [3.11, -2.53, 0.87], [2.39, -3.24, 1.92], [4.54, -2.89, 0.81], [3.71, 0.45, -2.20], [2.25, 0.96, -1.33], [2.25, -0.54, -2.32], [4.20, 1.05, 0.30], [5.35, -0.14, -0.34], [4.54, -0.42, 1.22], [2.39, -4.00, -1.03], [1.15, -6.11, -1.12], [-1.26, -6.21, -0.55], [-2.59, -4.14, -0.39], [-4.69, -0.10, -2.09], [-4.36, 1.05, -0.79], [-5.61, -0.20, -0.57], [-3.02, -1.52, 1.48], [-4.13, -0.14, 1.44], [-2.41, 0.10, 1.04], [-1.39, -2.13, -3.31], [-2.82, -2.41, -4.31], [-2.17, -3.74, -3.33], [-5.24, -2.38, -1.62], [-4.68, -3.67, -2.69], [-5.04, -2.08, -3.36], [1.36, -2.92, 1.98], [2.88, -3.03, 2.88], [2.43, -4.31, 1.74], [5.00, -2.48, -0.09], [4.59, -3.97, 0.78], [5.07, -2.54, 1.69], [-0.63, -1.67, 2.19], [0.09, -0.61, 2.63], [0.58, 0.32, 1.73], [1.31, 1.37, 2.25], [1.86, 2.28, 1.42], [1.53, 1.52, 3.61], [2.23, 2.54, 4.06], [1.01, 0.58, 4.50], [1.21, 0.70, 5.79], [0.29, -0.50, 4.00], [-0.20, -1.42, 4.81], [-0.74, 4.64, 2.00], [-1.52, 4.65, 0.69], [-0.70, 4.41, -0.51], [-0.26, 5.61, -1.26], [1.03, 6.20, -0.72], [-0.33, 3.19, -0.84], [0.46, 2.97, -2.10], [-0.66, 2.12, -0.14], [-1.42, 4.60, 2.84], [-0.14, 5.55, 2.11], [-0.05, 3.80, 2.05], [-2.01, 5.61, 0.55], [-2.33, 3.91, 0.71], [-1.08, 6.33, -1.20], [-0.16, 5.35, -2.31], [0.92, 6.51, 0.31], [1.29, 7.08, -1.31], [1.85, 5.49, -0.78], [-0.07, 3.37, -2.97], [0.60, 1.90, -2.27], [1.43, 3.46, -2.06], [-1.15, 2.35, 0.72]], "mulliken_charge": [-0.632, -1.407, 0.106, -1.187, -0.166, 0.691, 0.731, -0.861, -0.512, -0.785, -1.031, 0.797, 0.313, 0.286, 0.012, -1.090, -0.968, 0.093, -0.965, -1.204, 0.178, -0.799, -1.220, 0.495, 0.359, 0.359, 0.418, 0.362, 0.428, 0.604, 0.508, 0.504, 0.613, 0.423, 0.322, 0.390, 0.362, 0.468, 0.099, 0.274, 0.464, 0.334, 0.422, 0.401, 0.414, 0.196, 0.410, 0.341, 0.399, 0.422, 0.419, -0.497, -0.447, 1.163, 0.089, -0.486, 0.530, -0.287, 0.705, -0.256, 0.481, -0.282, -0.446, -1.126, 0.184, -0.664, -0.942, 1.454, -1.908, -0.160, 0.362, 0.367, -0.092, 0.440, 0.474, 0.392, 0.365, 0.268, 0.408, 0.243, 0.576, 0.165, 0.326, 0.011], "lumo_ev": -10.974, "charge": 3, "homo_ev": -16.669, "e_above_lowest_ev": 0.000}

Record 4
{"formula": "C28H42N11O2Sm", "method": "ωB97M-V/def2-TZVPD", "symbols": ["Sm", "N", "C", "C", "N", "C", "C", "N", "C", "C", "N", "H", "H", "H", "H", "H", "H", "H", "H", "H", "H", "H", "H", "H", "H", "H", "H", "H", "H", "C", "C", "C", "C", "C", "N", "C", "C", "C", "C", "C", "C", "C", "N", "C", "C", "C", "N", "C", "C", "N", "C", "C", "C", "N", "H", "H", "H", "H", "H", "H", "H", "H", "H", "H", "H", "H", "H", "H", "H", "H", "H", "H", "C", "O", "C", "O", "N", "N", "H", "H", "H", "H", "H", "H"], "xyz": [[-0.30, -0.22, 0.52], [-2.30, -0.40, 2.28], [-2.34, 0.29, 3.54], [-1.04, 0.10, 4.35], [0.12, 0.51, 3.52], [1.31, -0.17, 4.00], [1.63, -1.55, 3.49], [1.46, -1.64, 2.06], [0.31, 1.96, 3.59], [1.37, 2.46, 2.56], [1.14, 1.94, 1.15], [-3.27, -0.45, 1.89], [-2.00, -1.36, 2.40], [-3.15, -0.15, 4.15], [-2.51, 1.38, 3.37], [-0.96, -0.95, 4.64], [-1.14, 0.71, 5.27], [1.31, -0.11, 5.12], [2.19, 0.42, 3.69], [1.02, -2.34, 4.00], [2.65, -1.82, 3.75], [1.27, -2.64, 1.83], [2.32, -1.43, 1.57], [0.77, 2.13, 4.55], [-0.63, 2.54, 3.62], [2.44, 2.23, 2.82], [1.23, 3.54, 2.67], [1.95, 2.10, 0.58], [0.39, 2.57, 0.73], [6.06, 1.66, -0.61], [4.60, 1.44, -1.07], [3.81, 2.35, -1.81], [2.50, 2.01, -2.18], [1.90, 0.83, -1.76], [0.54, 0.64, -1.62], [-0.34, 0.97, -2.67], [0.04, 1.00, -4.06], [-0.87, 0.97, -5.09], [-2.31, 0.96, -4.89], [-3.35, 0.80, -5.92], [-2.65, 0.96, -3.55], [-1.76, 1.25, -2.50], [-2.27, 1.73, -1.28], [-3.56, 2.35, -1.20], [-3.63, 2.95, 0.02], [-2.41, 2.67, 0.70], [-1.58, 1.96, -0.11], [2.77, -0.15, -1.20], [4.06, 0.20, -0.74], [2.36, -1.56, -1.15], [3.08, -2.66, -1.53], [2.16, -3.75, -1.58], [0.98, -3.22, -1.04], [1.03, -1.88, -0.78], [6.80, 1.47, -1.41], [6.29, 1.08, 0.31], [6.20, 2.78, -0.36], [4.22, 3.26, -2.14], [1.86, 2.81, -2.67], [1.10, 1.06, -4.38], [-0.55, 1.00, -6.09], [-4.01, -0.05, -5.69], [-3.05, 0.72, -6.99], [-4.07, 1.64, -5.90], [-3.69, 1.02, -3.25], [-4.19, 2.44, -2.05], [-4.47, 3.57, 0.40], [-2.02, 3.11, 1.60], [4.62, -0.59, -0.11], [4.20, -2.60, -1.73], [2.27, -4.75, -2.00], [0.10, -3.79, -0.81], [-2.11, -5.06, 1.70], [-2.60, -4.32, 0.48], [-2.25, -3.03, 0.33], [-1.32, -2.46, 1.04], [-2.83, -2.36, -0.67], [-2.35, -1.09, -1.06], [-3.06, -5.23, 2.25], [-1.30, -4.40, 2.15], [-1.64, -5.97, 1.30], [-3.48, -2.84, -1.24], [-3.15, -0.45, -1.06], [-1.91, -1.14, -2.03]], "mulliken_spin": [5.023, -0.001, 0.001, 0.002, 0.000, 0.002, 0.002, -0.003, 0.000, 0.002, 0.002, 0.002, 0.002, 0.000, -0.001, 0.000, 0.000, 0.001, -0.001, -0.001, 0.000, 0.001, 0.000, 0.000, -0.001, 0.000, 0.000, 0.000, 0.001, 0.000, -0.003, 0.001, -0.004, -0.011, -0.021, -0.006, 0.001, 0.000, 0.001, 0.000, 0.000, 0.006, 0.000, 0.000, -0.001, 0.001, 0.004, 0.006, 0.001, -0.003, 0.000, -0.001, -0.002, 0.002, 0.000, 0.000, 0.000, 0.000, 0.000, 0.000, 0.000, 0.000, 0.000, 0.000, 0.000, 0.000, 0.000, -0.001, 0.000, 0.000, 0.000, 0.000, 0.000, 0.000, 0.000, 0.000, -0.001, -0.001, 0.000, 0.000, 0.000, 0.000, 0.001, 0.000], "lumo_ev": [-5.487, -4.787], "charge": 2, "s_squared": 8.7591, "multiplicity": 6, "homo_ev": [-11.635, -11.649], "e_above_lowest_ev": 0.752}

For reference, strongest force on any atom by record: 3.024; 1.408; 0.796; 3.931 eV Å⁻¹.